The following is a quantum chemistry calculation of C53H53B4N6O35Y as an isolated structure, from OMol25.

```
! wB97M-V def2-TZVPD RIJCOSX def2/J DEFGRID3
* xyz 0 1
N 5.16 3.34 -1.09
H 6.17 3.33 -1.02
H 4.93 4.29 -0.83
H 4.83 2.69 -0.36
H 4.75 3.11 -2.02
Y -1.24 -2.17 5.27
O 4.75 1.83 1.07
C 4.58 0.99 1.92
O 3.78 -0.05 1.86
B 3.78 -0.76 3.15
O 4.87 -0.13 3.93
C 5.30 0.95 3.29
O 6.14 1.69 3.73
O 2.48 -0.67 3.85
C 2.07 -1.86 4.12
O 1.02 -2.19 4.67
C 3.07 -2.87 3.55
O 4.06 -2.21 3.02
O 2.82 -4.04 3.46
O -0.27 0.12 5.13
C 0.13 1.23 4.77
O 1.24 1.77 5.13
B 1.34 3.12 4.52
O 0.00 3.34 3.89
C -0.68 2.24 3.91
O -1.74 2.00 3.40
O 2.43 3.25 3.52
C 3.17 4.33 3.82
O 4.07 4.75 3.16
C 2.70 4.86 5.19
O 1.68 4.09 5.55
O 3.20 5.76 5.81
O -9.50 -0.87 2.20
C -8.69 -1.48 2.85
O -7.55 -1.96 2.41
B -6.80 -2.55 3.53
O -7.70 -2.43 4.72
C -8.80 -1.80 4.36
O -9.70 -1.48 5.09
O -5.51 -1.88 3.83
C -4.63 -2.82 3.96
O -3.45 -2.65 4.28
C -5.28 -4.19 3.67
O -6.53 -3.98 3.30
O -4.68 -5.23 3.71
O 2.53 1.09 -1.91
C 1.72 1.05 -1.02
O 1.01 0.03 -0.63
B -0.02 0.47 0.33
O 0.20 1.90 0.50
C 1.25 2.27 -0.20
O 1.68 3.39 -0.33
O -1.39 0.09 -0.14
C -1.99 -0.59 0.82
O -3.09 -1.09 0.77
C -1.04 -0.76 1.99
O 0.10 -0.24 1.64
O -1.31 -1.29 3.04
C -4.61 1.63 2.08
C -4.28 2.44 0.84
C -4.95 1.71 -0.31
O -6.16 1.40 0.31
C -5.95 0.99 1.64
H -4.72 2.32 2.91
H -3.88 0.87 2.32
H -3.19 2.57 0.78
H -4.68 3.45 0.95
H -4.42 0.82 -0.68
H -5.09 2.29 -1.23
H -5.87 -0.10 1.67
H -6.78 1.41 2.20
C -3.61 -2.30 -4.93
C -3.19 -1.04 -4.16
C -3.15 -1.50 -2.69
O -2.80 -2.90 -2.75
C -3.21 -3.44 -4.00
H -3.11 -2.38 -5.90
H -4.66 -2.22 -5.20
H -3.99 -0.30 -4.15
H -2.23 -0.62 -4.39
H -4.11 -1.40 -2.18
H -2.36 -1.03 -2.10
H -4.04 -4.12 -3.81
H -2.32 -3.94 -4.39
C 1.68 -3.89 -1.96
C 2.73 -3.03 -1.26
C 2.13 -2.76 0.13
O 0.74 -3.05 -0.01
C 0.42 -3.24 -1.40
H 1.66 -4.95 -1.70
H 1.85 -3.78 -3.03
H 2.84 -2.09 -1.81
H 3.73 -3.45 -1.17
H 2.34 -1.74 0.45
H 2.48 -3.47 0.88
H 0.18 -2.31 -1.92
H -0.44 -3.90 -1.54
N 0.13 -2.95 -5.02
C 1.33 -2.60 -5.49
C 1.90 -1.36 -5.23
C 1.20 -0.47 -4.43
C -0.06 -0.82 -3.99
C -0.59 -2.06 -4.33
H 1.89 -3.34 -6.04
H 2.81 -0.99 -5.67
H 1.57 0.51 -4.15
H -0.70 -0.09 -3.50
H -1.58 -2.40 -4.07
N -1.14 -4.03 3.86
C -0.48 -4.18 2.67
C -0.30 -5.35 1.98
C -0.87 -6.51 2.47
C -1.62 -6.45 3.64
C -1.76 -5.21 4.23
H 0.07 -3.31 2.34
H 0.28 -5.33 1.07
H -0.68 -7.42 1.91
H -2.11 -7.31 4.08
H -2.35 -5.23 5.14
N 4.11 3.18 -3.65
C 2.82 3.57 -3.86
C 2.16 3.42 -5.06
C 2.82 2.84 -6.15
C 4.11 2.42 -5.96
C 4.72 2.65 -4.72
H 2.31 3.91 -2.97
H 1.12 3.67 -5.17
H 2.33 2.72 -7.11
H 4.76 2.09 -6.76
H 5.78 2.40 -4.68
N 5.63 1.35 -2.30
C 6.38 1.53 -3.40
C 6.33 0.69 -4.53
C 5.52 -0.44 -4.46
C 4.82 -0.66 -3.29
C 4.91 0.22 -2.24
H 7.01 2.41 -3.41
H 6.98 0.91 -5.37
H 5.46 -1.17 -5.25
H 4.17 -1.53 -3.26
H 4.29 0.11 -1.36
N -2.03 7.53 1.13
C -0.90 7.47 0.41
C -0.05 6.39 0.45
C -0.34 5.29 1.26
C -1.52 5.32 1.98
C -2.31 6.46 1.90
H -0.74 8.32 -0.25
H 0.80 6.43 -0.22
H 0.28 4.41 1.27
H -1.83 4.44 2.52
H -3.28 6.46 2.39
*
```

As for the total energy: -140191.5077 eV. The value obtained for the largest force on an atom is 5.03 eV Å⁻¹. The highest occupied orbital energy comes out at -0.3267 Eh. The calculation puts the lowest unoccupied orbital energy at -3.7 eV.

Atomic partial charges in e from the Löwdin method, atoms 1 to 4: N 0.235; H 0.131; H 0.138; H 0.059

=====

The following is a quantum chemistry calculation of C23H19AsIN2PRhS4 as an isolated structure, from OMol25.

```
! wB97M-V def2-TZVPD RIJCOSX def2/J DEFGRID3
* xyz -1 1
Rh -0.16 0.62 0.75
S 3.19 -2.03 2.78
As 2.80 -0.22 1.82
S 1.57 -0.47 -0.05
S 0.99 0.83 2.64
S 4.31 1.21 1.51
I -3.01 2.92 -1.05
C -1.07 3.50 -0.52
C -0.86 4.84 -0.21
C 0.43 5.24 0.08
C 1.46 4.31 0.03
C 1.15 3.00 -0.27
N -0.11 2.59 -0.52
H -1.69 5.53 -0.20
H 0.63 6.27 0.34
H 2.49 4.56 0.25
H 1.92 2.24 -0.30
N -1.86 -0.06 0.08
P -2.69 -0.72 1.24
C -2.50 0.09 2.85
C -2.22 -0.61 4.02
C -1.98 0.08 5.20
C -2.05 1.47 5.23
C -2.36 2.17 4.07
C -2.58 1.48 2.89
C -2.38 -2.48 1.58
C -3.39 -3.41 1.79
C -3.08 -4.74 2.04
C -1.76 -5.14 2.08
C -0.74 -4.23 1.87
C -1.04 -2.90 1.61
C -4.47 -0.61 0.88
C -5.42 -0.30 1.84
C -6.76 -0.19 1.48
C -7.15 -0.40 0.17
C -6.20 -0.71 -0.80
C -4.86 -0.81 -0.45
H -2.13 -1.69 4.00
H -1.73 -0.46 6.10
H -1.85 2.00 6.15
H -2.40 3.25 4.08
H -2.81 2.03 1.98
H -4.43 -3.09 1.77
H -3.88 -5.45 2.20
H -1.52 -6.18 2.28
H 0.30 -4.53 1.91
H -0.24 -2.20 1.43
H -5.12 -0.13 2.86
H -7.50 0.05 2.23
H -8.19 -0.32 -0.11
H -6.50 -0.87 -1.83
H -4.11 -1.03 -1.19
*
```

As for the total energy: -151719.3708 eV. The value obtained for the largest force on an atom is 0.54 eV Å⁻¹. The highest occupied orbital energy (alpha / beta) comes out at -0.1599 / -0.1602 Eh. The calculation puts the lowest unoccupied orbital energy (alpha / beta) at 1.7 / 1.8 eV.

Atomic partial charges in e from the natural (NBO) method, atoms 1 to 4: Rh 0.643; S -0.721; As 0.958; S -0.386

=====

The following is a quantum chemistry calculation of one molecule with the formula C11H17N, from OMol25.

```
! wB97M-V def2-TZVPD RIJCOSX def2/J DEFGRID3
* xyz 0 1
C -2.58 -1.14 -1.24
C -1.99 -1.31 0.19
C -0.82 -2.22 0.05
C -1.51 -0.09 0.97
C -2.12 1.05 1.45
C -1.25 2.11 1.77
C -0.09 2.34 1.17
N 0.22 1.95 -0.09
C 1.19 1.49 -0.80
C 2.22 0.56 -0.29
C 2.91 -0.57 -1.03
C 3.73 0.48 -0.45
H -3.26 -2.02 -1.35
H -1.76 -1.24 -1.84
H -3.00 -0.20 -1.27
H -2.84 -1.78 0.71
H -0.10 -1.64 -0.45
H -0.95 -3.11 -0.44
H -0.30 -2.55 0.97
H -0.45 -0.07 1.16
H -3.20 1.22 1.38
H -1.56 2.72 2.61
H 0.52 3.18 1.35
H 0.97 1.56 -1.84
H 1.96 0.26 0.75
H 2.60 -0.52 -2.03
H 2.72 -1.47 -0.48
H 4.37 0.06 0.29
H 4.36 0.95 -1.22
*
```

As for the total energy: -13167.9499 eV. The value obtained for the largest force on an atom is 4.08 eV Å⁻¹. The highest occupied orbital energy comes out at -0.2735 Eh. The structure (SMILES) is CC(C)/C=C/C=C\N=C/C1CC1. The calculation puts the lowest unoccupied orbital energy at 0.7 eV.

Atomic partial charges in e from the natural (NBO) method, atoms 1 to 4: C -0.578; C -0.269; C -0.595; C -0.154

=====

The following is a quantum chemistry calculation of one molecule with the formula C22H20N2O2, from OMol25.

```
! wB97M-V def2-TZVPD RIJCOSX def2/J DEFGRID3
* xyz 0 1
C 1.67 2.97 0.63
C 1.31 1.52 0.60
C 1.17 0.83 1.80
C 0.83 -0.51 1.82
N 0.70 -1.22 3.02
C 0.25 -0.80 4.24
O 0.38 -1.51 5.22
C -0.44 0.51 4.29
C -1.43 0.84 3.36
C -2.09 2.05 3.47
C -1.78 2.93 4.49
C -0.82 2.60 5.42
C -0.16 1.39 5.33
C 0.63 -1.17 0.62
C 0.75 -0.49 -0.59
N 0.49 -1.21 -1.77
C -0.43 -0.84 -2.72
O -1.08 0.18 -2.65
C -0.56 -1.81 -3.84
C -1.80 -1.90 -4.48
C -1.98 -2.78 -5.53
C -0.93 -3.57 -5.96
C 0.31 -3.47 -5.34
C 0.49 -2.60 -4.29
C 1.12 0.85 -0.62
C 1.34 1.55 -1.92
H 2.67 3.13 0.24
H 0.97 3.55 0.02
H 1.63 3.35 1.65
H 1.35 1.35 2.72
H 1.00 -2.19 3.00
H -1.68 0.15 2.57
H -2.86 2.30 2.75
H -2.30 3.88 4.56
H -0.58 3.28 6.23
H 0.59 1.11 6.06
H 0.35 -2.22 0.62
H 0.76 -2.18 -1.76
H -2.60 -1.27 -4.13
H -2.94 -2.85 -6.02
H -1.07 -4.26 -6.78
H 1.14 -4.08 -5.69
H 1.47 -2.52 -3.83
H 1.68 0.84 -2.68
H 2.08 2.34 -1.83
H 0.41 1.98 -2.28
*
```

As for the total energy: -30215.3724 eV. The value obtained for the largest force on an atom is 0.60 eV Å⁻¹. The highest occupied orbital energy comes out at -0.3058 Eh. The structure (SMILES) is Cc1cc(NC(=O)c2ccccc2)cc(NC(=O)c2ccccc2)c1C. The calculation puts the lowest unoccupied orbital energy at 0.5 eV.

Atomic partial charges in e from the natural (NBO) method, atoms 1 to 4: C -0.634; C 0.029; C -0.248; C 0.159

=====

The following is a quantum chemistry calculation of a 2-piece molecular cluster, C12H19NO2 overall, from OMol25.

```
! wB97M-V def2-TZVPD RIJCOSX def2/J DEFGRID3
* xyz 0 1
C 3.05 1.44 -1.33
C 1.80 1.61 -0.23
N 0.25 1.55 -0.60
C -0.48 2.06 0.67
C -0.21 1.47 -1.80
C -1.61 1.93 -1.94
O 0.48 1.20 -2.81
H 4.09 1.74 -0.85
H 2.99 1.94 -2.27
H 3.44 0.38 -1.37
H 2.21 0.89 0.66
H 1.92 2.59 0.32
H -1.13 1.31 1.13
H 0.35 2.38 1.30
H -1.05 3.05 0.39
H -1.54 3.11 -2.17
H -2.24 1.18 -2.40
H -2.26 1.75 -1.02
C -2.95 -0.69 2.24
C -1.74 -1.37 1.66
C -1.57 -2.44 0.74
C -0.37 -2.71 0.10
C 0.74 -1.95 0.42
O 1.93 -1.95 -0.20
C 0.76 -1.01 1.48
C -0.49 -0.77 2.00
H -3.66 -1.39 2.40
H -3.55 0.04 1.71
H -2.74 -0.30 3.25
H -2.50 -2.85 0.22
H -0.13 -3.59 -0.49
H 1.95 -2.13 -1.11
H 1.67 -0.47 1.60
H -0.53 0.03 2.90
*
```

As for the total energy: -18332.9281 eV. The value obtained for the largest force on an atom is 7.12 eV Å⁻¹. The highest occupied orbital energy comes out at -0.3095 Eh. The structure (SMILES) is CCN(C)C(C)=O.Cc1ccc(O)cc1. The calculation puts the lowest unoccupied orbital energy at 0.7 eV.

Atomic partial charges in e from the natural (NBO) method, atoms 1 to 4: C -0.617; C -0.216; N -0.425; C -0.405

=====

The following is a quantum chemistry calculation of one molecule with the formula C3H3F2NO, from OMol25.

```
! wB97M-V def2-TZVPD RIJCOSX def2/J DEFGRID3
* xyz 0 3
C -0.67 1.41 -0.48
C 0.41 -0.76 -0.66
C -0.21 0.08 0.42
N -0.77 2.34 -1.12
O 0.51 0.40 1.55
F 0.68 -2.07 -0.36
F -1.51 -0.41 0.83
H 1.43 -0.21 -0.86
H -0.18 -0.57 -1.65
H 0.32 -0.21 2.32
*
```

Its expectation value of S² is 2.008. As for the total energy: -12122.8879 eV. The value obtained for the largest force on an atom is 5.97 eV Å⁻¹. The highest occupied orbital energy (alpha / beta) comes out at -0.1924 / -0.4400 Eh. The calculation puts the lowest unoccupied orbital energy (alpha / beta) at 0.1 / -6.3 eV.

Atomic partial charges in e from the natural (NBO) method, atoms 1 to 4: C 0.114; C -0.023; C 0.425; N -0.347

=====

Q: total energy of number 3 (C11H17N)?
A: -13167.9499 eV

=====

Q: Look up the total energy of the first one.
A: -140191.5077 eV

=====

Q: What is the total energy in the first record?
A: -140191.5077 eV